Arrangement P

# CH2N2P2

One molecule with the formula CH2N2P2 (wB97M-V/def2-TZVPD, the Open Molecules 2025 dataset).

CARTESIAN COORDINATES (ANGSTROEM)
C 0.4572 -0.9031 -0.2531
N 1.4968 -0.3842 -0.5766
N 1.0319 1.9266 0.2806
P -0.3643 1.7920 0.7997
P -1.0490 -0.3587 0.6832
H 0.2204 -1.9630 -0.4489
H -1.7931 -0.1096 -0.4849

Calculated values
Gap between HOMO and LUMO (spin up / spin down) in eV: 7.9604 / 7.7382
HOMO level (spin up / spin down) in eV: -8.894 / -9.317

Mulliken population analysis, charges in e, atoms 1 to 5: number 1, C, carries 0.05; number 2, N, carries -0.37; number 3, N, carries -0.28; number 4, P, carries 0.19; number 5, P, carries -0.07

=====

Arrangement Q

# CH2N2P2

One molecule with the formula CH2N2P2 (wB97M-V/def2-TZVPD, the Open Molecules 2025 dataset).

CARTESIAN COORDINATES (ANGSTROEM)
C -2.2354 -1.0024 -0.0809
N -1.5642 -0.0167 -0.1080
N 1.2203 0.8576 0.0974
P -0.2495 1.3567 -0.0299
P 2.3807 -0.1713 -0.1146
H 3.3003 0.7600 0.0094
H -2.8523 -1.7839 0.2266

Calculated values
Gap between HOMO and LUMO (spin up / spin down) in eV: 6.2717 / 6.2757
HOMO level (spin up / spin down) in eV: -6.741 / -6.744

Mulliken population analysis, charges in e, atoms 1 to 5: number 1, C, carries 0.07; number 2, N, carries -0.17; number 3, N, carries 0.11; number 4, P, carries -0.21; number 5, P, carries -0.14

=====

Most stable structure - arrangement Q; separation to the second - 91.1 kJ/mol.

=====

Arrangement P

# C5H19NO4

A 5-piece molecular cluster, C5H19NO4 overall (wB97M-V/def2-TZVPD, the Open Molecules 2025 dataset).

CARTESIAN COORDINATES (ANGSTROEM)
C 2.2571 1.0852 1.3548
N 0.8417 0.9507 0.8973
C 0.3404 1.9236 -0.0340
C 0.7176 1.4312 -1.4051
C 0.0220 0.3084 -2.1488
C -1.0214 0.5824 -2.9228
H 2.7809 0.2287 0.9093
H 2.1331 0.8521 2.4381
H 2.9168 2.0757 1.1254
H 0.2322 1.0141 1.8124
H 0.7338 2.9472 0.1216
H -0.7488 1.8853 0.1616
H 1.6871 1.0259 -1.3851
H 0.5785 2.2768 -2.0747
H 0.3477 -0.7430 -2.0082
H -1.6884 1.4036 -2.8385
H -1.4484 -0.0553 -3.5548
H 1.5648 -2.9048 1.2660
H 0.0907 -2.5783 1.3259
O 0.7570 -3.0683 1.7715
H -2.4166 -0.6063 2.4831
H -2.6278 0.2167 1.2189
O -2.4450 0.3558 2.1454
H -2.3843 -1.8572 -0.3546
H -2.2170 -0.6691 -1.1735
O -2.7864 -0.9744 -0.4342
H 1.0838 -0.9215 0.2409
H 2.2503 -0.8960 -0.7319
O 1.6426 -1.4799 -0.2738

Calculated values
Gap between HOMO and LUMO in eV: 9.9374
HOMO level in eV: -9.491
SMILES: C=CCCNC.O.O.O.O

Mulliken population analysis, charges in e, atoms 1 to 5: number 1, C, carries -0.76; number 2, N, carries -0.32; number 3, C, carries -0.60; number 4, C, carries -0.89; number 5, C, carries 0.00

=====

Arrangement Q

# C5H19NO4

A 4-piece molecular cluster, C5H19NO4 overall (wB97M-V/def2-TZVPD, the Open Molecules 2025 dataset).

CARTESIAN COORDINATES (ANGSTROEM)
C 2.0654 -0.2986 -1.9360
C 1.9908 -0.2100 -0.4156
N 0.6277 -0.3487 0.1000
C 0.3645 -1.6855 0.5894
C 0.2848 0.6411 1.1277
C -0.0231 2.0567 0.6169
O 0.8574 2.5382 -0.3791
H 1.4471 0.4899 -2.3761
H 1.6849 -1.2723 -2.2497
H 3.0625 -0.1565 -2.3368
H 2.3589 0.7622 -0.1066
H 2.7021 -0.9146 0.0328
H 0.6735 -2.4336 -0.1403
H 0.8479 -1.8795 1.5557
H -0.7103 -1.8378 0.7313
H -0.6581 0.3118 1.5427
H 1.0375 0.5688 1.9266
H 0.1058 2.7394 1.4531
H -1.0520 2.0189 0.2512
H 0.6529 2.1131 -1.2187
H -1.9200 -0.2976 2.9145
H -0.8732 0.2125 3.9152
O -1.7151 -0.2553 3.8616
H -4.0951 -1.0639 -0.3819
H -2.9550 -0.6312 -1.3702
O -3.8828 -0.4819 -1.1137
H -0.6808 -0.2215 -1.4432
H -0.9106 -0.0360 -2.9713
O -1.2877 -0.4283 -2.1797

Calculated values
Gap between HOMO and LUMO in eV: 10.0285
HOMO level in eV: -9.530
SMILES: CCN(C)CCO.O.O.O

Mulliken population analysis, charges in e, atoms 1 to 5: number 1, C, carries -1.05; number 2, C, carries -0.80; number 3, N, carries 0.55; number 4, C, carries -1.18; number 5, C, carries 0.02

=====

Most stable structure - arrangement Q; separation to the second - 173.4 kJ/mol.

=====

Arrangement P

# C3H2O2

One molecule with the formula C3H2O2 (wB97M-V/def2-TZVPD, the Open Molecules 2025 dataset).

CARTESIAN COORDINATES (ANGSTROEM)
C 0.0172 0.0134 -0.4178
C 1.3064 -0.0883 0.0012
C -0.8300 0.5569 0.8807
O -0.7576 1.0664 -0.3935
O 2.3461 -0.5453 0.0802
H -0.4356 -0.8439 -0.9813
H -1.6465 -0.1592 0.8305

Calculated values
Gap between HOMO and LUMO (spin up / spin down) in eV: 7.3351 / 7.3339
HOMO level (spin up / spin down) in eV: -8.216 / -8.215

Mulliken population analysis, charges in e, atoms 1 to 5: number 1, C, carries -0.10; number 2, C, carries 0.53; number 3, C, carries -0.41; number 4, O, carries -0.24; number 5, O, carries -0.21

=====

Arrangement Q

# C3H2O2

A 2-piece molecular cluster, C3H2O2 overall (wB97M-V/def2-TZVPD, the Open Molecules 2025 dataset).

CARTESIAN COORDINATES (ANGSTROEM)
C 1.1346 -0.0845 1.3385
C 1.0421 -1.0695 0.6790
C -1.6997 0.1688 -1.5508
O -0.6774 0.9907 -1.5401
O -1.9351 1.2292 -0.8505
H 1.1477 0.6880 1.9859
H 0.9878 -1.9226 -0.0621

Calculated values
Gap between HOMO and LUMO in eV: 11.2956
HOMO level in eV: -10.847

Mulliken population analysis, charges in e, atoms 1 to 5: number 1, C, carries -0.31; number 2, C, carries -0.44; number 3, C, carries 0.17; number 4, O, carries -0.09; number 5, O, carries -0.09

=====

Most stable structure - arrangement P; separation to the second - 175.8 kJ/mol.